[1]
Below is one molecule with the formula C4H6O2, with properties calculated with wB97M-V/def2-TZVPD.

The highest occupied orbital energy is -10.1 eV. The total charge is 0. The maximum force comes out at 0.0099 Eh/bohr. The value obtained for the energy above the lowest of the compared OMol25 structures with the same formula, charge and spin is 204.1 kJ/mol. The SMILES is O=CC[C@H]1CO1.

Geometry (Å):
O (1.324, 1.248, 1.044)
C (1.626, 0.529, 0.124)
C (0.750, -0.565, -0.444)
C (-0.703, -0.588, -0.020)
C (-1.532, 0.565, 0.323)
O (-1.721, -0.141, -0.898)
H (2.634, 0.603, -0.342)
H (1.160, -1.501, -0.047)
H (0.887, -0.626, -1.531)
H (-0.967, -1.517, 0.484)
H (-2.298, 0.411, 1.084)
H (-1.161, 1.582, 0.223)

***

[2]
Below is one molecule with the formula C4H6O2 in a non-equilibrium geometry, with properties calculated with wB97M-V/def2-TZVPD.

The highest occupied orbital energy is -8.6 eV. The total charge is 0. The maximum force comes out at 0.1332 Eh/bohr. The value obtained for the energy above the lowest of the compared OMol25 structures with the same formula, charge and spin is 453.6 kJ/mol. The SMILES is C1=COCOC1.

Geometry (Å):
C (0.250, -1.091, -0.195)
C (-0.016, -0.380, -1.378)
O (-0.129, 0.933, -1.236)
C (-0.382, 1.418, 0.032)
O (0.523, 0.950, 0.999)
C (0.041, -0.389, 1.079)
H (0.528, -2.078, -0.220)
H (0.510, -0.990, -2.377)
H (-0.167, 2.372, -0.124)
H (-1.265, 0.869, 0.288)
H (-0.829, -0.474, 1.697)
H (0.935, -1.140, 1.434)

***

[3]
Below is one molecule with the formula C4H6O2 in a non-equilibrium geometry, with properties calculated with wB97M-V/def2-TZVPD.

The highest occupied orbital energy is -9.5 eV. The total charge is 0. The maximum force comes out at 0.0279 Eh/bohr. The value obtained for the energy above the lowest of the compared OMol25 structures with the same formula, charge and spin is 173.6 kJ/mol. The SMILES is CC(C=O)C=O.

Geometry (Å):
C (-0.237, 1.142, 0.881)
C (-0.326, 0.248, -0.366)
C (1.033, -0.277, -0.878)
O (1.765, -0.967, -0.213)
C (-0.770, -1.168, -0.067)
O (-0.287, -1.732, 0.883)
H (-1.238, 1.396, 1.255)
H (0.297, 0.614, 1.672)
H (0.283, 2.084, 0.671)
H (-0.874, 0.740, -1.182)
H (1.262, -0.079, -1.931)
H (-1.348, -1.718, -0.835)